1.
# C4H11CsF2N2O5S2

A molecular structure, C4H11CsF2N2O5S2 (ωB97M-V/def2-TZVPD, the OMol25 dataset).

Cartesian coordinates (Å):
Cs  -2.38408  -0.08389  -2.90470
N  -3.12530  -1.68985  1.13332
S  -3.31152  -0.13204  0.92190
O  -2.17682  0.37189  0.14667
O  -3.92049  0.53696  2.03455
F  -4.51821  -0.16958  -0.15609
S  -2.05458  -2.57646  0.42735
O  -1.69968  -2.02950  -0.82214
O  -2.30474  -3.93779  0.59762
F  -0.77171  -2.16844  1.36014
C  1.87792  -0.59041  -1.58748
C  0.91034  0.40106  -0.97808
C  1.52416  1.32144  0.06760
O  2.01151  0.49633  1.10255
C  2.28140  0.95699  2.38347
N  0.26033  1.21017  -2.13673
H  2.50573  -0.16195  -2.36113
H  1.31693  -1.44496  -1.92484
H  2.44144  -0.93698  -0.74904
H  0.10489  -0.11377  -0.45171
H  0.78094  2.00747  0.44279
H  2.38592  1.89199  -0.33545
H  1.31763  1.18730  2.85383
H  2.96660  1.80761  2.42265
H  2.76118  0.11373  2.91020
H  -0.21762  2.05045  -1.78788
H  1.03782  1.68224  -2.60935

Relative energy (zero: lowest compared OMol25 entry of this formula, charge and spin) = 0.00 kcal/mol

Löwdin population analysis, charges in e, atoms 1 to 8:
1. Cs 1.101
2. N -0.310
3. S 0.550
4. O -0.428
5. O -0.253
6. F -0.238
7. S 0.476
8. O -0.451

=====

2.
# C4H11CuO3

A molecular structure, C4H11CuO3 (ωB97M-V/def2-TZVPD, the OMol25 dataset).

Cartesian coordinates (Å):
C  2.58256  -1.09451  -2.55926
H  3.50368  -0.50901  -2.74943
H  2.86080  -1.94477  -1.90689
H  2.29811  -1.53240  -3.53851
O  1.51039  -0.29804  -2.07520
Cu  1.44188  1.47333  -1.76126
H  0.46832  0.86405  -0.46018
O  1.03822  1.05867  0.36684
C  -3.07805  0.62587  1.11773
O  -1.72981  0.95171  1.32882
C  -0.87361  -0.16392  1.29115
C  0.57021  0.27652  1.43290
H  -3.65345  1.55982  1.12077
H  -3.22966  0.13719  0.13814
H  -3.44842  -0.05876  1.90128
H  -0.99743  -0.71282  0.33721
H  -1.12586  -0.85955  2.11462
H  1.18406  -0.63698  1.54307
H  0.67806  0.86357  2.35819

Multiplicity = 2
Relative energy (zero: lowest compared OMol25 entry of this formula, charge and spin) = 0.00 kcal/mol
Net charge = -1

Löwdin population analysis, charges in e, atoms 1 to 8:
1. C -0.332
2. H 0.042
3. H 0.043
4. H 0.044
5. O -0.519
6. Cu 0.016
7. H 0.009
8. O -0.216

=====

3.
# C4H11IN2

2 unconnected molecules or ions with the total composition C4H11IN2 (ωB97M-V/def2-TZVPD, the OMol25 dataset).

Cartesian coordinates (Å):
C  -1.63001  1.69424  0.13538
C  -0.48287  1.47897  0.73100
C  0.20329  2.54497  1.52293
H  -2.03640  0.88572  -0.50927
H  -2.19028  2.67227  -0.10348
H  -0.28879  0.42705  0.92134
H  -0.47500  3.32149  1.80129
H  1.10920  2.88968  0.85605
H  0.77572  2.11664  2.49645
C  1.55640  -2.07932  -1.18722
N  0.61649  -1.25370  -0.41914
N  -0.53481  -1.90300  -0.10136
I  -1.98346  -2.74706  -1.59834
H  1.41958  -3.07108  -0.82228
H  1.36326  -2.19942  -2.32805
H  2.53527  -1.66112  -0.99731
H  0.47053  -0.40572  -0.83534
H  -0.42814  -2.71062  0.43736

SMILES = C=CC.CNNI
Relative energy (zero: lowest compared OMol25 entry of this formula, charge and spin) = 38.21 kcal/mol

Löwdin population analysis, charges in e, atoms 1 to 8:
1. C -0.035
2. C -0.302
3. C -0.133
4. H 0.045
5. H 0.089
6. H 0.063
7. H 0.046
8. H 0.100

=====

4.
# C4H11IN3

2 unconnected molecules or ions with the total composition C4H11IN3 (ωB97M-V/def2-TZVPD, the OMol25 dataset).

Cartesian coordinates (Å):
C  -2.33581  -1.66002  -0.86455
C  2.62062  0.83474  -0.32648
C  -1.50387  -1.95879  0.19161
C  0.59731  1.77099  0.55232
N  -3.65089  -1.44969  -0.65155
N  0.94894  2.89362  0.75792
N  1.60309  0.73081  0.67897
I  0.55588  -2.53113  -0.01911
H  -1.91016  -1.21772  -1.86436
H  3.58223  0.98776  0.05014
H  2.61639  -0.09057  -1.01155
H  2.31784  1.70139  -0.90415
H  -2.03384  -2.39043  1.01582
H  -0.40169  1.49718  0.12269
H  -4.16692  -0.93132  -1.39207
H  1.93374  3.07617  1.03447
H  -4.07384  -1.77766  0.24805
H  1.93060  0.82910  1.56480
H  1.37037  -0.31442  0.81703

Relative energy (zero: lowest compared OMol25 entry of this formula, charge and spin) = 62.03 kcal/mol
Net charge = +1

Löwdin population analysis, charges in e, atoms 1 to 8:
1. C -0.357
2. C -0.027
3. C -0.618
4. C -0.229
5. N 0.041
6. N 0.186
7. N -0.022
8. I 0.862

=====

5.
# C4H11INO

2 unconnected molecules or ions with the total composition C4H11INO (ωB97M-V/def2-TZVPD, the OMol25 dataset).

Cartesian coordinates (Å):
C  0.58833  1.90834  0.18007
C  2.16249  0.05732  -0.58655
C  -0.35773  -1.61687  0.42987
C  0.95076  0.40130  0.37287
N  -0.21138  -0.46304  -0.04727
O  -3.34112  -1.36261  -0.19675
I  -3.62209  0.55288  -0.27135
H  1.39492  2.55717  0.38928
H  0.19750  1.88904  -0.82250
H  -0.16741  2.28320  0.78328
H  2.09983  0.53434  -1.53708
H  2.17692  -0.98370  -0.59086
H  3.13433  0.33420  -0.20546
H  0.46860  -2.17003  1.00451
H  -1.42574  -1.95476  0.54244
H  1.15909  0.07124  1.49082
H  -4.04321  -1.97532  -0.56122
H  -1.16409  -0.06269  -0.37411

Relative energy (zero: lowest compared OMol25 entry of this formula, charge and spin) = 56.46 kcal/mol
Net charge = +1

Löwdin population analysis, charges in e, atoms 1 to 8:
1. C -0.028
2. C -0.021
3. C 0.124
4. C -0.309
5. N 0.031
6. O -0.810
7. I 1.018
8. H 0.085

=====

6.
# C4H11N2

A gas-phase ion, C4H11N2 (charge +1) (ωB97M-V/def2-TZVPD, the OMol25 dataset).

Cartesian coordinates (Å):
C  -2.05040  -0.29041  -1.19977
C  -1.22034  0.31427  -0.08374
C  -0.81298  -0.53544  1.05790
N  0.14533  -0.08301  0.04438
C  1.49373  0.78319  0.25009
N  2.56049  -0.11402  0.52098
H  -3.19458  -0.22885  -1.16916
H  -1.74658  -1.33932  -1.12579
H  -1.76824  0.24789  -2.17010
H  -1.42580  1.41252  -0.24781
H  -0.66159  -0.21447  2.14614
H  -1.04263  -1.59935  1.12116
H  0.35013  -0.75273  -0.61413
H  1.60430  1.34171  -0.71505
H  1.31052  1.58310  1.13277
H  3.28168  -0.01245  1.23932
H  3.17696  -0.51264  -0.18720

SMILES = C[C@H]1C[N@@H+]1CN
Relative energy (zero: lowest compared OMol25 entry of this formula, charge and spin) = 74.57 kcal/mol
Net charge = +1

Löwdin population analysis, charges in e, atoms 1 to 8:
1. C -0.035
2. C -0.298
3. C 0.006
4. N -0.014
5. C -0.133
6. N 0.018
7. H 0.126
8. H 0.079

=====

7.
# C4H11N2

A gas-phase ion, C4H11N2 (charge +1) (ωB97M-V/def2-TZVPD, the OMol25 dataset).

Cartesian coordinates (Å):
C  2.39991  0.71884  -0.06102
N  1.18487  0.71543  0.33036
C  0.42411  -0.34526  0.69392
C  0.42759  -1.54575  -0.20651
N  -1.19655  0.40571  0.65754
C  -1.47907  1.12460  -0.60499
H  2.79463  1.71379  -0.43879
H  3.06105  -0.12745  -0.19542
H  0.31649  -0.59285  1.69407
H  1.47584  -1.98342  -0.12614
H  -0.33881  -2.25656  0.08352
H  0.24235  -1.26436  -1.26567
H  -0.91338  1.14346  1.39901
H  -1.78146  -0.41209  0.82924
H  -1.31432  0.29350  -1.31190
H  -2.50667  1.73076  -0.54910
H  -0.75450  1.79543  -0.76047

SMILES = C=N[C@H](C)[NH2+]C
Relative energy (zero: lowest compared OMol25 entry of this formula, charge and spin) = 70.74 kcal/mol
Net charge = +1

Löwdin population analysis, charges in e, atoms 1 to 8:
1. C 0.066
2. N 0.004
3. C -0.297
4. C -0.027
5. N 0.017
6. C -0.040
7. H 0.116
8. H 0.091

=====

8.
# C4H11N2

A gas-phase ion, C4H11N2 (charge +1) (ωB97M-V/def2-TZVPD, the OMol25 dataset).

Cartesian coordinates (Å):
C  -2.42319  -0.44960  -0.87635
N  -1.19556  -0.33734  -0.69394
C  -0.69599  -0.67394  0.65274
C  0.84142  -0.81382  0.67558
C  1.59639  0.51631  0.50663
N  1.04103  1.27723  -0.60528
H  -3.01511  -0.84001  -0.07421
H  -2.87787  -0.17799  -1.81936
H  -0.92708  0.17319  1.28164
H  -1.14018  -1.59422  1.00572
H  1.12781  -1.31065  1.58407
H  1.09693  -1.42606  -0.19282
H  1.52923  1.08950  1.38294
H  2.64203  0.32002  0.25941
H  0.82610  2.27434  -0.53459
H  0.09516  0.75239  -1.00852
H  1.47886  1.22065  -1.54366

SMILES = C=NCCC[NH3+]
Relative energy (zero: lowest compared OMol25 entry of this formula, charge and spin) = 40.40 kcal/mol
Net charge = +1

Löwdin population analysis, charges in e, atoms 1 to 8:
1. C 0.020
2. N -0.069
3. C -0.200
4. C -0.148
5. C -0.162
6. N 0.122
7. H 0.092
8. H 0.095

=====

9.
# C4H11N2

A gas-phase ion, C4H11N2 (charge +1) (ωB97M-V/def2-TZVPD, the OMol25 dataset).

Cartesian coordinates (Å):
C  -1.12701  0.84681  1.75303
C  -0.47075  1.34320  0.45995
C  -0.02396  0.20503  -0.43622
N  -0.66166  0.12637  -1.61807
C  0.87528  -0.66318  0.04554
N  1.43562  -1.78968  -0.76428
H  -1.99871  0.22875  1.55588
H  -1.48020  1.71058  2.30600
H  -0.35899  0.38995  2.36456
H  0.37837  1.98777  0.71716
H  -1.12720  1.99925  -0.12000
H  -0.48181  -0.60133  -2.30595
H  -1.14338  0.89725  -2.04544
H  1.41424  -0.50896  0.96092
H  1.02480  -2.66233  -0.43670
H  1.29566  -1.66482  -1.77082
H  2.44971  -1.84469  -0.66555

SMILES = CC/C(N)=C/[NH3+]
Relative energy (zero: lowest compared OMol25 entry of this formula, charge and spin) = 31.00 kcal/mol
Net charge = +1

Löwdin population analysis, charges in e, atoms 1 to 8:
1. C -0.075
2. C -0.181
3. C -0.351
4. N 0.149
5. C -0.069
6. N 0.196
7. H 0.088
8. H 0.081

=====

10.
# C4H11N2

A gas-phase ion, C4H11N2 (charge +1) (ωB97M-V/def2-TZVPD, the OMol25 dataset).

Cartesian coordinates (Å):
C  3.09045  -0.53782  -0.28065
N  2.41250  0.61909  0.33890
C  0.68490  0.27961  0.24676
C  -0.68684  0.72762  -0.01369
N  -1.68428  -0.33984  0.20263
C  -3.01839  0.24574  0.00294
H  2.76351  -1.59993  0.24386
H  2.88225  -0.59524  -1.33545
H  4.14707  -0.31456  -0.11027
H  2.70261  1.48720  -0.19281
H  0.72540  -0.74896  0.74999
H  -1.01281  1.58353  -0.42020
H  -1.56652  -1.09870  -0.44297
H  -1.65511  -0.72058  1.21498
H  -3.61843  -0.52028  -0.27424
H  -3.34295  0.59171  0.90917
H  -2.82335  0.94142  -0.83896

SMILES = CN/C=C/[NH2+]C
Relative energy (zero: lowest compared OMol25 entry of this formula, charge and spin) = 126.43 kcal/mol
Net charge = +1

Löwdin population analysis, charges in e, atoms 1 to 8:
1. C -0.176
2. N -0.069
3. C 0.083
4. C -0.059
5. N -0.030
6. C 0.021
7. H 0.135
8. H 0.059

=====

11.
# C4H11N2

2 unconnected molecules or ions with the total composition C4H11N2 (ωB97M-V/def2-TZVPD, the OMol25 dataset).

Cartesian coordinates (Å):
C  -3.04582  -0.36480  -0.78305
C  -2.03694  0.66718  -0.32051
C  0.20678  1.48300  0.47704
C  -0.70722  0.43662  -0.00677
N  1.48632  1.25891  0.64089
N  2.87319  -1.03852  0.01676
H  -2.49642  -1.28741  -1.09958
H  -3.77306  -0.04567  -1.55855
H  -2.46610  1.77901  -0.15113
H  -3.53725  -0.63224  0.04733
H  -0.19916  2.40043  0.75041
H  -0.38420  -0.55820  -0.16983
H  2.07803  1.92073  1.13820
H  2.14394  0.30156  0.52864
H  2.62729  -1.83443  0.51431
H  3.93983  -0.90281  -0.09465
H  2.49220  -1.10710  -0.84293

Relative energy (zero: lowest compared OMol25 entry of this formula, charge and spin) = 43.20 kcal/mol
Net charge = +1

Löwdin population analysis, charges in e, atoms 1 to 8:
1. C -0.059
2. C -0.065
3. C -0.059
4. C -0.075
5. N 0.143
6. N 0.074
7. H 0.103
8. H 0.107

=====

12.
# C4H11N2

2 unconnected molecules or ions with the total composition C4H11N2 (ωB97M-V/def2-TZVPD, the OMol25 dataset).

Cartesian coordinates (Å):
C  -0.18881  0.21549  -1.58075
C  -1.28457  1.17875  -0.99695
C  -0.25259  0.48428  -0.05900
C  0.76947  1.38809  0.59091
N  -0.74621  -0.57024  0.64813
N  1.34088  -2.25246  1.03716
H  -0.41310  -0.85016  -1.90266
H  0.70570  0.64909  -2.25952
H  -1.21837  2.36939  -1.04604
H  -2.32222  0.78557  -1.11832
H  1.81626  1.37489  0.08844
H  0.47615  2.37056  0.77360
H  0.94234  -2.34321  0.10928
H  -1.52014  -0.19523  1.28522
H  1.46838  -3.16522  1.41000
H  0.70875  -1.72949  1.55138
H  0.93253  0.89303  1.58630

Relative energy (zero: lowest compared OMol25 entry of this formula, charge and spin) = 178.32 kcal/mol
Net charge = +1

Löwdin population analysis, charges in e, atoms 1 to 8:
1. C -0.041
2. C 0.058
3. C -0.602
4. C 0.025
5. N 0.332
6. N 0.095
7. H 0.138
8. H 0.171

=====

13.
# C4H11N2

2 unconnected molecules or ions with the total composition C4H11N2 (ωB97M-V/def2-TZVPD, the OMol25 dataset).

Cartesian coordinates (Å):
C  -1.37677  -1.65812  -0.69361
C  0.63878  0.99057  0.37518
C  1.94770  0.63686  -0.20516
C  -0.87068  -1.10133  1.58708
N  -0.93078  -0.85636  0.16408
N  -0.03176  1.69244  -0.78894
H  -1.62216  -2.61829  -0.37451
H  -1.26758  -1.29543  -1.71614
H  2.10101  0.53488  -1.27945
H  2.17320  -0.41360  0.22814
H  2.57648  1.19513  0.46096
H  -1.64397  -1.84225  1.98151
H  0.11409  -1.07323  1.85649
H  -1.22780  -0.00972  1.93021
H  -0.99268  1.46593  -0.94105
H  0.33414  1.64817  -1.75413
H  0.07878  2.70435  -0.83066

Multiplicity = 3
Relative energy (zero: lowest compared OMol25 entry of this formula, charge and spin) = 83.74 kcal/mol
Net charge = +1

Löwdin population analysis, charges in e, atoms 1 to 8:
1. C 0.010
2. C 0.033
3. C -0.103
4. C -0.106
5. N -0.151
6. N 0.139
7. H 0.071
8. H 0.083